No. 1
C5H8O in the gas phase. Source: the Open Molecules 2025 dataset; level of theory: wB97M-V/def2-TZVPD.

2S+1: 1
Total charge: 0
Relative energy (zero: lowest compared OMol25 entry of this formula, charge and spin) in kJ/mol: 136.63
LUMO in eV: 0.992
SMILES: C=CC/C=C\O
Gap between HOMO and LUMO in eV: 9.8
HOMO in eV: -8.842

Geometry (Å):
O  0.68  1.83  -0.82
C  0.13  -0.64  1.18
C  1.23  -1.05  0.55
C  -1.04  0.16  -0.97
C  -0.22  1.07  -1.50
C  -1.13  -0.11  0.52
H  0.09  -0.67  2.27
H  1.30  -1.05  -0.53
H  -1.94  -0.81  0.72
H  2.08  -1.43  1.10
H  -0.20  1.29  -2.56
H  0.81  1.44  0.06
H  -1.42  0.82  1.04
H  -1.69  -0.40  -1.64

No. 2
C4H7N3 in the gas phase. Source: the Open Molecules 2025 dataset; level of theory: wB97M-V/def2-TZVPD.

2S+1: 1
Total charge: 0
Relative energy (zero: lowest compared OMol25 entry of this formula, charge and spin) in kJ/mol: 335.79
LUMO in eV: 0.058
Gap between HOMO and LUMO in eV: 6.9
HOMO in eV: -6.889

Geometry (Å):
N  -0.62  1.13  -0.32
N  2.65  -0.31  0.33
N  -2.18  -0.81  0.02
C  0.23  -0.99  0.29
C  0.78  1.24  -0.17
C  1.28  0.01  0.15
C  -0.84  -0.19  0.09
H  -1.20  1.90  -0.02
H  -1.89  -1.79  0.20
H  -2.65  -0.75  -0.89
H  2.76  -1.31  0.23
H  1.26  2.21  -0.31
H  -2.84  -0.51  0.75
H  3.26  0.16  -0.33

No. 3
C3H6N2O in the gas phase. Source: the Open Molecules 2025 dataset; level of theory: wB97M-V/def2-TZVPD.

2S+1: 1
Total charge: 0
Relative energy (zero: lowest compared OMol25 entry of this formula, charge and spin) in kJ/mol: 104.53
LUMO in eV: 0.803
SMILES: [H]/N=C/N(C)C=O
Gap between HOMO and LUMO in eV: 10.4
HOMO in eV: -9.612

Geometry (Å):
O  1.59  1.55  -0.99
N  -1.85  -0.17  -1.06
N  0.21  -0.01  -0.02
C  1.12  -0.31  1.08
C  -1.10  -0.49  -0.08
C  0.53  0.96  -0.96
H  -2.80  -0.50  -0.97
H  -1.40  -1.10  0.77
H  -0.33  1.07  -1.65
H  1.88  0.47  1.09
H  0.60  -0.31  2.04
H  1.62  -1.28  0.95

No. 4
2 unconnected molecules or ions with the total composition C4H11NS in a non-equilibrium geometry. Source: the Open Molecules 2025 dataset; level of theory: wB97M-V/def2-TZVPD.

2S+1: 1
Total charge: 0
Relative energy (zero: lowest compared OMol25 entry of this formula, charge and spin) in kJ/mol: 152.19
LUMO in eV: 0.864
SMILES: C=CN.CCS
Gap between HOMO and LUMO in eV: 9.6
HOMO in eV: -8.765

Geometry (Å):
S  1.03  1.61  -0.39
N  -2.52  0.64  -1.20
C  1.51  -0.18  -0.45
C  2.82  -0.48  0.34
C  -2.44  0.28  0.24
C  -2.03  -0.87  0.77
H  0.53  1.55  0.78
H  1.59  -0.45  -1.49
H  0.62  -0.82  -0.24
H  -2.92  1.08  0.93
H  3.44  -1.27  -0.15
H  -1.46  -1.64  0.28
H  -2.37  1.64  -1.48
H  3.47  0.41  0.34
H  2.73  -0.71  1.43
H  -1.72  0.13  -1.59
H  -2.28  -0.92  1.88

No. 5
A molecular structure, C31H52N2O21S in a non-equilibrium geometry. Source: the Open Molecules 2025 dataset; level of theory: wB97M-V/def2-TZVPD.

2S+1: 1
Total charge: 0
LUMO in eV: -0.827
Gap between HOMO and LUMO in eV: 6.2
HOMO in eV: -6.986

Geometry (Å):
S  -3.00  5.48  3.39
O  4.85  -10.04  -1.27
O  -1.05  -2.00  2.73
O  -2.19  -3.03  -2.66
O  0.11  5.95  6.72
O  2.42  5.93  -3.33
O  5.75  -11.91  -2.18
O  5.59  -3.12  1.29
O  -0.03  -3.53  -3.08
O  -0.76  7.83  7.63
O  -1.99  0.01  3.20
O  -1.53  -4.20  -4.48
O  -7.59  -1.57  -4.00
O  5.05  -12.00  -0.14
O  4.66  5.62  -3.41
O  3.75  6.94  -4.87
O  -6.51  -2.78  -2.56
O  -0.56  5.89  8.78
O  -1.02  -0.45  1.21
O  -6.79  -0.58  -2.12
O  4.26  -3.15  -0.55
O  4.98  -5.03  0.48
N  -3.85  4.38  2.47
N  -1.75  5.84  2.30
C  5.19  -11.20  -1.20
C  -2.83  3.23  -1.14
C  -1.41  -0.74  2.46
C  -0.44  6.68  7.70
C  4.27  -5.80  -0.49
C  -3.64  3.29  0.10
C  5.96  -11.18  -3.39
C  -3.27  4.19  1.23
C  -2.02  5.07  1.20
C  -1.41  -2.44  4.04
C  0.94  3.59  0.91
C  -5.80  -2.91  -1.32
C  -8.12  -0.31  -4.40
C  -6.95  -1.55  -2.82
C  4.54  4.75  -2.29
C  -1.13  6.53  9.91
C  2.59  7.57  -5.42
C  3.50  6.14  -3.82
C  -2.90  -4.29  -4.88
C  -1.21  4.97  -0.07
C  4.88  -3.71  0.32
C  4.46  -11.36  1.00
C  5.58  -1.69  1.24
C  1.28  4.90  0.43
C  0.33  -2.85  -1.87
C  -4.95  2.39  0.21
C  -1.57  4.09  -1.19
C  0.11  5.86  -0.12
C  -1.34  -3.54  -3.33
C  0.30  6.67  5.50
C  -1.34  0.87  0.78
H  -0.13  -3.34  -1.00
H  -0.86  4.11  -2.05
H  4.40  -12.10  1.80
H  0.63  3.46  1.99
H  3.45  -11.03  0.77
H  -5.50  -3.95  -1.22
H  1.41  -2.90  -1.76
H  -7.31  0.41  -4.54
H  -0.51  7.37  10.24
H  -5.19  2.06  -0.84
H  -2.49  -2.42  4.17
H  -8.61  -0.46  -5.36
H  5.00  -10.83  -3.80
H  0.04  -1.80  -1.91
H  5.54  4.39  -2.04
H  1.89  6.82  -5.79
H  -3.31  -3.29  -5.05
H  -0.92  -1.83  4.80
H  -0.03  6.76  0.55
H  2.12  8.21  -4.67
H  4.65  -5.60  -1.49
H  -5.75  3.07  0.62
H  0.95  2.72  0.18
H  -8.85  0.05  -3.68
H  0.36  6.11  -1.18
H  4.42  -6.85  -0.26
H  6.63  -10.34  -3.23
H  4.14  5.29  -1.43
H  -2.42  1.02  0.78
H  -3.10  2.60  -2.01
H  6.42  -11.85  -4.11
H  -4.81  1.52  0.91
H  6.01  -1.33  0.30
H  -0.65  7.02  5.10
H  -1.06  -3.47  4.14
H  0.98  7.51  5.65
H  -6.45  -2.65  -0.48
H  3.20  -5.59  -0.44
H  -2.14  6.88  9.69
H  -0.98  0.99  -0.24
H  -3.49  -4.83  -4.14
H  6.18  -1.33  2.07
H  2.37  5.22  0.44
H  4.56  -1.31  1.36
H  3.91  3.89  -2.53
H  -1.18  5.80  10.72
H  -4.91  -2.28  -1.32
H  2.92  8.18  -6.25
H  -2.93  -4.85  -5.82
H  0.75  5.99  4.78
H  5.07  -10.53  1.34
H  -0.85  1.61  1.41

What is the 2S+1 in the third record?
1

LUMO of number 3 (C3H6N2O)?
0.803 eV